(P)
# C2H8NOS

A 2-piece molecular cluster, C2H8NOS overall (ωB97M-V with the def2-TZVPD basis set, OMol25).

Cartesian coordinates (Å):
C: -1.42 -0.01 1.23
C: -1.37 -0.48 -0.23
S: 0.35 -1.38 -0.56
N: -1.19 -0.95 2.30
H: -2.33 0.35 1.52
H: -0.73 0.85 1.40
H: -1.63 0.37 -0.96
H: -2.03 -1.26 -0.20
H: -0.28 -1.39 2.09
H: -1.79 -1.79 2.20
H: 2.95 2.92 -1.16
H: 2.21 3.03 -2.47
O: 2.89 3.56 -1.93

LUMO energy: 3.7 eV
Net charge: -1

Computed Löwdin charges, given in elementary charges: C -0.46; C -0.65; S -0.06; N -0.06; H 0.04; H 0.10; H 0.06; H -0.03; H 0.01; H 0.06; H 0.06; H 0.07; O -0.14



(Q)
# C2H8NOS

A 2-piece molecular cluster, C2H8NOS overall (ωB97M-V with the def2-TZVPD basis set, OMol25).

Cartesian coordinates (Å):
C: 1.45 0.00 -0.50
C: -0.04 0.11 -0.27
S: -0.92 -1.25 -1.20
N: 2.03 -1.29 -0.01
H: 1.75 0.30 -1.50
H: 2.04 0.76 0.05
H: -0.27 0.04 0.80
H: -0.31 1.13 -0.61
H: 2.54 -1.13 0.85
H: 1.21 -1.80 0.33
H: -2.42 0.96 0.51
H: -3.88 0.76 0.70
O: -3.20 1.41 0.84

LUMO energy: 4.1 eV
Net charge: -1

Computed Löwdin charges, given in elementary charges: C -0.44; C -0.78; S 0.08; N -0.05; H 0.08; H 0.08; H 0.03; H 0.04; H 0.03; H 0.00; H -0.02; H 0.03; O -0.08



Of them, (Q) has the highest stability.



(P)
# C2H8NOS

A 2-piece molecular cluster, C2H8NOS overall (ωB97M-V with the def2-TZVPD basis set, OMol25).

Cartesian coordinates (Å):
C: -1.89 0.93 0.19
S: -1.09 0.87 -1.46
H: -2.90 0.41 0.21
H: -1.29 0.38 0.87
H: -1.96 1.93 0.66
N: 0.54 -1.58 0.04
C: 1.54 -0.43 0.34
O: 2.02 0.20 -0.80
H: -0.35 -1.06 -0.21
H: 0.68 -1.75 -0.93
H: 1.10 0.22 1.15
H: 2.37 -0.94 0.89
H: 1.23 0.82 -0.96

LUMO energy: 4.2 eV
Net charge: -1

Computed Löwdin charges, given in elementary charges: C -0.68; S 0.16; H 0.01; H -0.06; H 0.00; N -0.03; C -0.40; O -0.15; H -0.04; H 0.01; H 0.11; H 0.09; H 0.00



(Q)
# C2H8NOS

A 2-piece molecular cluster, C2H8NOS overall (ωB97M-V with the def2-TZVPD basis set, OMol25).

Cartesian coordinates (Å):
S: -0.06 -0.96 1.79
H: -0.45 -1.31 3.02
C: 0.42 1.89 -0.25
N: 0.50 1.12 -1.52
C: 0.31 -0.31 -1.27
O: -0.99 -0.75 -0.91
H: -0.21 1.33 0.47
H: -0.08 2.91 -0.38
H: 1.40 2.05 0.21
H: -0.24 1.41 -2.17
H: 0.55 -0.84 -2.25
H: 1.04 -0.56 -0.43
H: -1.05 -0.97 0.07

LUMO energy: 4.2 eV
Net charge: -1

Computed Löwdin charges, given in elementary charges: S 0.06; H -0.41; C -0.18; N -0.14; C -0.41; O -0.21; H 0.00; H 0.08; H 0.06; H 0.08; H 0.11; H 0.06; H -0.12



Of them, (Q) has the highest stability.



(P)
# C6H15N2

A 2-piece molecular cluster, C6H15N2 overall (ωB97M-V with the def2-TZVPD basis set, OMol25).

Cartesian coordinates (Å):
C: -2.34 -0.90 1.69
C: -1.43 0.35 1.49
C: -0.88 0.34 0.14
N: 1.21 -1.33 -2.29
C: 0.25 -0.60 -1.69
C: 0.16 -0.42 -0.32
C: 1.28 -0.85 0.60
N: 1.76 2.46 -0.80
H: -3.24 -0.76 1.10
H: -1.88 -1.81 1.32
H: -2.05 1.23 1.65
H: -0.67 0.44 2.27
H: 1.55 3.04 -1.60
H: -1.50 0.78 -0.64
H: 0.97 -2.08 -2.92
H: 2.18 -1.07 -2.39
H: -0.44 -0.04 -2.32
H: 2.09 -1.30 0.03
H: 0.91 -1.56 1.33
H: 1.67 -0.02 1.17
H: -2.56 -0.98 2.75
H: 0.91 2.00 -0.52
H: 2.05 3.09 -0.06

LUMO energy: -6.1 eV
Net charge: +1

Computed Löwdin charges, given in elementary charges: C -0.04; C -0.20; C 0.02; N 0.14; C -0.03; C -0.27; C -0.01; N 0.04; H 0.09; H 0.08; H 0.13; H 0.13; H 0.02; H 0.14; H 0.13; H 0.14; H 0.15; H 0.08; H 0.10; H 0.10; H 0.09; H -0.04; H 0.03



(Q)
# C6H15N2

A 2-piece molecular cluster, C6H15N2 overall (ωB97M-V with the def2-TZVPD basis set, OMol25).

Cartesian coordinates (Å):
C: 3.27 -0.32 -0.11
C: 1.98 -0.79 0.72
C: 0.78 -0.07 0.25
C: -0.41 -0.71 -0.13
N: -1.47 -0.14 -0.70
C: -2.70 -0.99 -0.88
C: -3.89 -0.48 0.09
N: 2.88 -0.75 -1.54
H: 4.17 -0.96 0.15
H: 3.56 0.73 -0.08
H: 1.80 -1.87 0.71
H: 2.03 -0.53 1.72
H: 0.60 1.01 0.26
H: -0.49 -1.86 -0.03
H: 0.35 6.39 2.82
H: -2.52 -2.06 -0.56
H: -3.03 -1.04 -1.89
H: -3.55 0.45 0.46
H: -4.91 -0.42 -0.35
H: -3.95 -1.18 0.92
H: 0.14 6.56 2.11
H: 3.48 -0.55 -2.34
H: 1.88 -0.41 -1.61

LUMO energy: -7.5 eV
Net charge: +1

Computed Löwdin charges, given in elementary charges: C -0.17; C -0.12; C 0.09; C -0.13; N 0.15; C -0.19; C -0.04; N 0.00; H 0.13; H 0.11; H 0.13; H 0.12; H 0.16; H 0.16; H 0.00; H 0.12; H 0.11; H 0.05; H 0.10; H 0.07; H 0.00; H 0.09; H 0.06



Of them, (P) has the highest stability.